P) Density functional theory data (ωB97M-V/def2-TZVPD) for a cluster of 2 separate species, C3H4BrF in total.

Each line ends with the Mulliken charge.
Geometry (Å):
C  -0.312  0.285  -0.746  -0.433
C  -0.674  0.177  0.736  -0.320
C  0.360  -0.702  0.156  0.295
F  0.497  -1.996  0.066  -0.166
Br  2.857  0.497  0.005  -0.343
H  -1.010  -0.012  -1.599  0.233
H  0.235  1.121  -1.172  0.248
H  -0.305  0.967  1.405  0.239
H  -1.648  -0.339  1.150  0.248

Properties
**2S+1**: 1
**LUMO level (alpha / beta)**: -1.837 / -1.838 eV
**HOMO level (alpha / beta)**: -9.4 / -9.4 eV
**HOMO-LUMO gap (alpha / beta)**: 0.2789 / 0.2788 hartree


Q) Density functional theory data (ωB97M-V/def2-TZVPD) for the molecule C3H4BrF.

Each line ends with the Mulliken charge.
Geometry (Å):
C  -0.015  1.486  0.096  -0.602
C  0.504  0.305  0.117  0.240
Br  2.308  -0.146  0.201  -0.098
C  -0.378  -1.016  -0.027  -0.488
F  -1.782  -1.317  0.278  -0.289
H  -1.139  1.421  -0.042  0.228
H  0.552  2.301  -0.129  0.366
H  0.124  -1.641  0.592  0.332
H  -0.174  -1.394  -1.084  0.312

Properties
**2S+1**: 1
**LUMO level**: 0.767 eV
**HOMO level**: -10.0 eV
**HOMO-LUMO gap**: 0.3964 hartree


Short version: P) is the least stable of them.


P) Density functional theory data (ωB97M-V/def2-TZVPD) for a cluster of 2 separate species, CH3NO2S in total.

Each line ends with the Mulliken charge.
Geometry (Å):
C  0.776  0.980  0.286  0.083
N  -0.816  -0.760  -0.719  -0.509
O  1.258  1.962  -0.114  -0.276
O  0.951  -1.602  0.851  -0.490
S  0.830  -0.790  -0.329  0.541
H  -0.496  1.042  1.506  0.105
H  -1.426  -0.576  0.072  0.267
H  -1.077  -0.256  -1.552  0.279

Properties
**2S+1**: 1
**LUMO level**: -0.044 eV
**HOMO level**: -9.3 eV
**HOMO-LUMO gap**: 0.3412 hartree


Q) Density functional theory data (ωB97M-V/def2-TZVPD) for a structure of composition CH3NO2S.

Each line ends with the Mulliken charge.
Geometry (Å):
C  -0.082  -1.742  -1.344  -0.225
N  -0.777  -0.941  -0.873  -0.005
O  -1.809  1.275  0.660  -0.475
O  0.336  2.099  1.458  -0.324
S  -1.090  2.125  1.574  0.718
H  2.046  -1.392  -0.696  -0.226
H  2.713  -1.195  -0.329  0.234
H  -1.339  -0.230  -0.449  0.303

Properties
**2S+1**: 1
**LUMO level**: -1.919 eV
**HOMO level**: -11.2 eV
**HOMO-LUMO gap**: 0.3394 hartree


R) Density functional theory data (ωB97M-V/def2-TZVPD) for the molecule CH3NO2S.

Each line ends with the Mulliken charge.
Geometry (Å):
C  0.823  -0.209  0.797  -0.403
N  0.153  -0.163  -1.287  -0.484
O  -1.245  1.171  0.347  -0.554
O  -1.870  -1.173  0.135  -0.533
S  -0.853  -0.140  -0.039  1.007
H  1.463  -1.061  0.912  0.319
H  1.077  0.831  0.717  0.340
H  0.452  0.743  -1.583  0.308

Properties
**2S+1**: 1
**LUMO level (alpha / beta)**: -1.735 / -1.736 eV
**HOMO level (alpha / beta)**: -10.9 / -10.9 eV
**HOMO-LUMO gap (alpha / beta)**: 0.3378 / 0.3377 hartree


S) Density functional theory data (ωB97M-V/def2-TZVPD) for a structure of composition CH3NO2S.

Each line ends with the Mulliken charge.
Geometry (Å):
C  -0.931  1.471  0.261  -0.050
N  0.776  -1.008  0.067  -0.480
O  -1.799  0.973  -0.353  -0.337
O  2.361  0.850  0.324  -0.530
S  1.076  0.582  -0.424  0.471
H  -1.181  2.341  0.808  0.387
H  0.642  -1.161  1.027  0.264
H  0.101  -1.382  -0.457  0.275

Properties
**2S+1**: 1
**LUMO level (alpha / beta)**: -0.135 / -0.136 eV
**HOMO level (alpha / beta)**: -8.6 / -8.6 eV
**HOMO-LUMO gap (alpha / beta)**: 0.3125 / 0.3124 hartree


Short version: R) is the least stable of them.


P) Density functional theory data (ωB97M-V/def2-TZVPD) for a cluster of 2 separate species, CH3NO2S in total.

Each line ends with the Mulliken charge.
Geometry (Å):
C  -2.121  -0.165  0.258  -0.322
N  -1.265  0.037  -0.674  -0.200
O  2.836  0.970  1.242  -0.343
O  1.362  -0.217  -0.303  -0.458
S  2.617  -0.256  0.465  0.722
H  -1.617  -0.451  1.127  0.073
H  -0.252  -0.226  -0.537  0.343
H  -1.560  0.307  -1.577  0.185

Properties
**2S+1**: 1
**LUMO level**: -2.344 eV
**HOMO level**: -7.6 eV
**HOMO-LUMO gap**: 0.1920 hartree


Q) Density functional theory data (ωB97M-V/def2-TZVPD) for the molecule CH3NO2S.

Each line ends with the Mulliken charge.
Geometry (Å):
C  1.036  0.136  0.091  -0.961
S  -0.990  0.594  0.491  0.486
O  -1.247  1.712  -0.441  -0.502
N  -1.214  -0.854  -0.403  0.168
O  -1.508  -1.867  0.155  -0.299
H  1.467  -0.214  0.935  0.376
H  1.425  1.019  -0.172  0.376
H  1.031  -0.525  -0.656  0.355

Properties
**2S+1**: 1
**LUMO level (alpha / beta)**: -0.998 / -1.000 eV
**HOMO level (alpha / beta)**: -9.4 / -9.4 eV
**HOMO-LUMO gap (alpha / beta)**: 0.3078 / 0.3078 hartree


R) Density functional theory data (ωB97M-V/def2-TZVPD) for a cluster of 2 separate species, CH3NO2S in total.

Each line ends with the Mulliken charge.
Geometry (Å):
C  -1.116  0.072  -0.134  -0.687
N  1.054  -0.596  -0.267  0.296
O  0.767  -1.120  0.780  -0.396
O  0.103  0.179  -0.815  -0.128
S  3.421  1.192  0.190  0.000
H  -0.844  -0.121  0.852  0.349
H  -1.720  -0.648  -0.517  0.314
H  -1.665  1.041  -0.089  0.252

Properties
**2S+1**: 1
**LUMO level (alpha / beta)**: -2.525 / -2.538 eV
**HOMO level (alpha / beta)**: -9.9 / -9.8 eV
**HOMO-LUMO gap (alpha / beta)**: 0.2692 / 0.2687 hartree


Short version: R) is the least stable of them.


P) Density functional theory data (ωB97M-V/def2-TZVPD) for a cluster of 2 separate species, C3H9NO2 in total.

Each line ends with the Mulliken charge.
Geometry (Å):
C  1.044  -0.996  1.347  -0.977
C  -0.267  -0.442  1.796  0.703
O  -1.192  -1.096  2.167  -0.520
O  -0.330  0.922  1.731  -0.457
H  1.839  -1.059  2.088  0.312
H  1.559  -0.753  0.417  0.270
H  0.824  -2.052  1.240  0.338
H  -1.029  1.183  2.346  0.318
C  0.019  0.338  -2.259  -0.697
N  -0.807  1.232  -1.445  -0.563
H  0.878  0.903  -2.614  0.266
H  -0.589  0.094  -3.138  0.332
H  0.254  -0.630  -1.803  0.210
H  -0.452  1.474  -0.531  0.232
H  -1.749  0.880  -1.344  0.235

Properties
**2S+1**: 1
**LUMO level**: 0.694 eV
**HOMO level**: -9.0 eV
**HOMO-LUMO gap**: 0.3563 hartree


Q) Density functional theory data (ωB97M-V/def2-TZVPD) for a cluster of 2 separate species, C3H9NO2 in total.

Each line ends with the Mulliken charge.
Geometry (Å):
C  -0.264  0.852  2.405  -0.755
N  -0.899  0.971  1.080  -0.276
C  -0.344  0.142  0.082  0.641
C  -1.085  -0.038  -1.267  -0.868
O  0.862  -0.077  0.126  -0.645
H  0.617  0.138  2.708  0.269
H  -0.030  1.912  2.891  0.224
H  -1.192  0.246  2.913  0.291
H  -1.938  0.973  1.029  0.306
H  -2.194  0.094  -1.263  0.285
H  -1.002  -1.164  -1.544  0.265
H  -0.541  0.318  -2.118  0.273
O  1.501  -1.406  -2.102  -0.648
H  2.422  -1.726  -2.603  0.281
H  1.407  -1.474  -1.084  0.358

Properties
**2S+1**: 1
**LUMO level**: 0.738 eV
**HOMO level**: -9.8 eV
**HOMO-LUMO gap**: 0.3868 hartree


R) Density functional theory data (ωB97M-V/def2-TZVPD) for a cluster of 2 separate species, C3H9NO2 in total.

Each line ends with the Mulliken charge.
Geometry (Å):
C  0.116  0.459  -1.731  -0.938
C  -0.286  1.848  -1.800  0.745
O  -0.891  2.383  -2.693  -0.535
O  -0.309  2.399  -0.553  -0.451
H  0.303  -0.120  -2.631  0.349
H  -0.547  -0.213  -1.178  0.163
H  1.047  0.283  -1.170  0.336
H  -1.059  2.976  -0.507  0.311
C  -0.197  -1.154  1.932  -0.548
N  0.913  -1.826  1.297  -0.458
H  0.074  -0.403  2.677  0.289
H  -1.083  -1.659  2.339  0.276
H  -0.657  -0.529  1.136  0.064
H  1.760  -1.637  1.806  0.210
H  0.817  -2.807  1.076  0.188

Properties
**2S+1**: 1
**LUMO level**: 0.746 eV
**HOMO level**: -9.2 eV
**HOMO-LUMO gap**: 0.3663 hartree


Short version: Q) is the least stable of them.


P) Density functional theory data (ωB97M-V/def2-TZVPD) for a cluster of 2 separate species, C2H5NS in total.

Each line ends with the Mulliken charge.
Geometry (Å):
C  -2.301  -1.163  -1.624  -0.213
C  -1.340  -0.910  -0.973  -0.607
H  -3.032  -1.532  -2.290  0.361
H  -0.418  -0.763  -0.546  0.501
N  0.841  0.434  0.657  -0.603
S  2.302  1.455  0.536  -0.141
H  0.169  0.699  1.319  0.248
H  1.179  -0.514  0.893  0.304
H  2.725  0.577  -0.530  0.151

Properties
**2S+1**: 1
**LUMO level**: 0.481 eV
**HOMO level**: -8.8 eV
**HOMO-LUMO gap**: 0.3411 hartree


Q) Density functional theory data (ωB97M-V/def2-TZVPD) for a cluster of 2 separate species, C2H5NS in total.

Each line ends with the Mulliken charge.
Geometry (Å):
C  2.351  0.169  -0.696  -0.094
C  -1.783  0.333  -0.102  -1.081
N  2.039  -0.777  0.059  -0.053
S  3.040  0.478  0.837  -0.145
H  -1.277  0.900  0.633  0.262
H  -2.819  0.459  -0.184  0.319
H  -1.689  -0.669  0.148  0.267
H  -1.167  0.476  -1.042  0.233
H  1.304  -1.369  0.346  0.292

Properties
**2S+1**: 1
**LUMO level**: 0.207 eV
**HOMO level**: -9.1 eV
**HOMO-LUMO gap**: 0.3403 hartree


Short version: Q) is the least stable of them.


P) Density functional theory data (ωB97M-V/def2-TZVPD) for the molecule C4H9N.

Each line ends with the Mulliken charge.
Geometry (Å):
C  -1.878  -0.020  0.239  -1.260
C  -0.508  -0.125  -0.443  0.298
C  0.417  1.079  -0.066  -0.551
N  1.602  0.102  0.058  -0.545
C  0.630  -1.069  0.012  -0.496
H  -1.711  -0.227  1.299  0.354
H  -2.381  1.003  0.077  0.271
H  -2.583  -0.791  -0.240  0.317
H  -0.553  -0.132  -1.506  0.308
H  0.620  1.866  -0.813  0.266
H  0.086  1.515  0.920  0.270
H  2.006  0.258  1.090  0.262
H  0.542  -1.490  0.998  0.246
H  0.795  -1.911  -0.689  0.259

Properties
**2S+1**: 1
**LUMO level**: 1.148 eV
**HOMO level**: -9.0 eV
**HOMO-LUMO gap**: 0.3727 hartree


Q) Density functional theory data (ωB97M-V/def2-TZVPD) for the molecule C4H9N.

Each line ends with the Mulliken charge.
Geometry (Å):
C  1.046  0.923  1.090  -1.309
C  0.792  -0.335  0.283  0.148
C  -0.472  -1.173  0.467  -0.758
C  -0.245  -0.402  -0.817  0.014
N  -1.069  0.756  -0.993  -0.617
H  1.646  1.688  0.590  0.316
H  1.588  0.677  2.025  0.333
H  0.102  1.452  1.341  0.293
H  1.677  -0.919  0.054  0.331
H  -0.327  -2.246  0.417  0.250
H  -1.259  -0.814  1.165  0.278
H  0.051  -0.982  -1.703  0.284
H  -0.752  1.364  -1.741  0.208
H  -1.975  0.417  -1.324  0.229

Properties
**2S+1**: 1
**LUMO level**: 1.182 eV
**HOMO level**: -9.2 eV
**HOMO-LUMO gap**: 0.3824 hartree


Short version: P) is the least stable of them.


P) Density functional theory data (ωB97M-V/def2-TZVPD) for a structure of composition C4H9N.

Each line ends with the Mulliken charge.
Geometry (Å):
C  -1.677  -0.256  0.699  -1.089
C  -1.028  -0.089  -0.661  -0.206
C  0.466  -0.194  -0.554  0.104
C  0.916  1.441  0.394  -0.483
N  1.275  0.167  0.448  -0.378
H  -1.300  0.380  1.499  0.333
H  -2.744  -0.040  0.792  0.329
H  -1.530  -1.285  1.047  0.294
H  -1.196  0.891  -1.098  0.271
H  -1.282  -0.872  -1.381  0.294
H  1.009  -0.384  -1.490  0.322
H  2.337  -4.087  -1.492  0.062
H  1.724  2.018  0.863  0.210
H  2.570  -3.543  -1.065  -0.062

Properties
**2S+1**: 1
**LUMO level**: -0.055 eV
**HOMO level**: -7.9 eV
**HOMO-LUMO gap**: 0.2900 hartree


Q) Density functional theory data (ωB97M-V/def2-TZVPD) for the molecule C4H9N.

Each line ends with the Mulliken charge.
Geometry (Å):
C  -1.886  0.264  0.036  -1.077
C  -0.684  -0.584  -0.318  -0.525
C  0.602  -0.186  0.390  0.066
C  1.605  0.785  -0.175  -0.427
N  1.816  -0.660  -0.235  -0.592
H  -2.204  0.087  1.071  0.299
H  -2.762  -0.058  -0.537  0.333
H  -1.829  1.328  -0.190  0.318
H  -0.850  -1.642  0.012  0.226
H  -0.555  -0.651  -1.390  0.351
H  0.579  -0.385  1.495  0.298
H  2.296  1.313  0.537  0.273
H  1.303  1.248  -1.127  0.209
H  2.570  -0.859  0.430  0.248

Properties
**2S+1**: 1
**LUMO level**: 1.182 eV
**HOMO level**: -9.3 eV
**HOMO-LUMO gap**: 0.3850 hartree


R) Density functional theory data (ωB97M-V/def2-TZVPD) for the molecule C4H9N.

Each line ends with the Mulliken charge.
Geometry (Å):
C  0.359  0.969  -1.594  -1.319
C  0.478  -0.109  -0.543  0.191
C  1.072  0.109  0.812  -0.466
N  -0.354  0.117  0.607  -0.262
C  -1.312  -0.834  1.114  -0.840
H  1.290  1.153  -2.140  0.312
H  -0.427  0.700  -2.310  0.297
H  0.045  1.893  -1.096  0.336
H  0.594  -1.134  -0.914  0.366
H  1.513  1.073  1.077  0.220
H  1.566  -0.757  1.265  0.286
H  -0.927  -1.820  1.428  0.296
H  -1.832  -0.370  1.959  0.285
H  -2.064  -0.990  0.335  0.300

Properties
**2S+1**: 1
**LUMO level**: 1.239 eV
**HOMO level**: -8.9 eV
**HOMO-LUMO gap**: 0.3709 hartree


S) Density functional theory data (ωB97M-V/def2-TZVPD) for the molecule C4H9N.

Each line ends with the Mulliken charge.
Geometry (Å):
C  1.949  0.845  -0.730  -0.612
C  0.695  1.283  -0.645  -0.223
C  -0.515  0.408  -0.366  -0.397
C  -0.384  -0.637  0.702  -0.343
N  -1.553  -1.502  0.826  -0.619
H  2.145  -0.205  -0.500  0.198
H  2.825  1.477  -0.804  0.277
H  0.449  2.086  -1.346  0.266
H  -1.350  1.086  -0.167  0.226
H  -0.743  -0.035  -1.345  0.242
H  -0.243  -0.093  1.647  0.287
H  0.500  -1.268  0.572  0.248
H  -1.391  -2.456  0.542  0.217
H  -1.811  -1.574  1.802  0.233

Properties
**2S+1**: 1
**LUMO level**: 1.109 eV
**HOMO level**: -9.2 eV
**HOMO-LUMO gap**: 0.3794 hartree


Short version: P) is the least stable of them.